The following is a quantum chemistry calculation of a cluster of 2 separate species, C3H10NO2 in total in a non-equilibrium geometry, from OMol25.

Calculated values
E_HOMO (spin up / spin down) = -4.17 / -7.95 eV
gap between HOMO and LUMO (spin up / spin down) = 4.23 / 7.99 eV
energy above the lowest of the compared OMol25 structures with the same formula, charge and spin = 1.447 eV
<S²> = 0.75

Geometry as ORCA input:
```
! wB97M-V def2-TZVPD RIJCOSX def2/J DEFGRID3
* xyz 0 2
O 0.89019 1.93999 -0.73122
C -0.30078 1.61682 -1.01974
C -1.00748 0.36784 -0.36935
C -1.46574 -0.84223 -1.16328
N 0.06784 -0.14904 0.57748
H -1.02108 2.35345 -1.48112
H -1.80659 0.69769 0.25012
H -0.75172 -1.11862 -1.87566
H -2.31742 -0.68387 -1.83439
H -1.65759 -1.66752 -0.52640
H 0.44702 -1.26228 0.40825
H -0.09893 -0.01211 1.59619
H 0.98409 0.40633 0.44237
H 2.91050 -0.85980 2.54023
H 2.77470 -0.41977 1.16824
O 2.35300 -0.36688 2.01827
*
```